1.
Below is C14H35MnO7 as an isolated structure in a non-equilibrium geometry, with properties calculated with ωB97M-V/def2-TZVPD.

**Energy above the lowest of the compared OMol25 structures with the same formula, charge and spin**: 2.567 eV
**Orbital gap (alpha / beta)**: 0.20237 / 0.20880 Eh
**HOMO level (alpha / beta)**: -0.109 / -0.116 Ha

Structure (ORCA input):
```
! wB97M-V def2-TZVPD RIJCOSX def2/J DEFGRID3
* xyz -1 6
Mn -0.3456 -0.4930 0.9254
C -1.7944 -1.1919 5.0433
C -0.8277 -1.7225 4.0062
O -1.2143 -1.5895 2.6733
H -1.9116 -0.1102 5.1085
H -1.4003 -1.4593 6.0238
H -2.7671 -1.6829 5.0166
H -0.5681 -2.7533 4.2474
H 0.0923 -1.1449 4.0957
C -0.3317 -3.2901 -2.0000
C -1.6244 -2.6586 -1.4172
O -1.5343 -2.0947 -0.1360
H -0.0454 -4.2030 -1.4777
H 0.4082 -2.5058 -1.8399
H -0.4412 -3.3988 -3.0790
H -2.3664 -3.4567 -1.3928
H -1.9333 -1.9044 -2.1410
C 3.1993 -2.8914 -0.3124
C 2.8961 -1.6999 0.6161
O 1.5687 -1.3262 0.7724
H 4.2584 -3.0368 -0.5251
H 2.6849 -2.8756 -1.2732
H 2.8470 -3.7950 0.1851
H 3.4843 -0.8367 0.3047
H 3.3698 -2.0338 1.5393
C -2.8819 1.2048 -0.5567
O -2.1545 0.7861 0.5842
C -2.3528 1.5187 1.7962
C -0.9736 1.9629 2.2885
O 0.1065 1.0624 2.1299
C 1.3257 1.5934 2.6812
H -2.8997 0.4979 -1.3862
H -2.5523 2.1519 -0.9839
H -3.9372 1.3556 -0.3293
H -2.8170 0.8004 2.4720
H -2.9798 2.3746 1.5466
H -1.0826 2.3652 3.2957
H -0.8099 2.8788 1.7206
H 1.5818 2.6260 2.4437
H 2.0393 0.8580 2.3097
H 1.1646 1.5053 3.7556
C 1.9035 2.6895 -4.9280
O 1.0911 2.4910 -3.7505
C 0.4914 1.1731 -3.6276
C -0.4942 1.1245 -2.5072
O 0.1112 0.8968 -1.2294
C 1.0763 1.8696 -0.9043
H 2.0216 3.7610 -5.0894
H 1.4548 2.3015 -5.8424
H 2.8512 2.1565 -4.8506
H 1.3116 0.4573 -3.5736
H -0.1194 0.9881 -4.5112
H -1.1529 0.3173 -2.8279
H -1.1276 2.0083 -2.5832
H 1.9145 1.8747 -1.6011
H 1.5415 1.6340 0.0529
H 0.6459 2.8696 -0.9578
*
```

=====

2.
Below is a 3-piece molecular cluster, C14H35NO5S overall in a non-equilibrium geometry, with properties calculated with ωB97M-V/def2-TZVPD.

**Orbital gap**: 0.35518 Eh
**HOMO level**: -0.329 Ha

Structure (ORCA input):
```
! wB97M-V def2-TZVPD RIJCOSX def2/J DEFGRID3
* xyz 0 1
C -0.5992 -3.8800 -0.4459
C -0.2318 -2.6666 -1.3031
C -0.2337 -1.3661 -0.5205
C -1.6099 -0.6895 -0.3924
O -2.6310 -1.3551 -1.1833
S -4.0627 -1.4149 -0.3907
O -4.9994 -0.7583 -1.2484
O -4.3620 -3.0232 -0.5625
C -4.0246 -3.5453 -1.8586
N -4.6976 -4.8399 -2.0548
C -5.9097 -5.0237 -1.2469
H -0.9035 -4.6949 -1.0984
H 0.2708 -4.2177 0.1084
H -1.4401 -3.6762 0.2113
H -0.9107 -2.6292 -2.1484
H 0.7636 -2.8200 -1.7113
H 0.1177 -1.5482 0.4921
H 0.4372 -0.6382 -0.9668
H -1.9187 -0.7156 0.6487
H -1.5527 0.3473 -0.7086
H -4.3583 -2.8366 -2.6165
H -2.9571 -3.7001 -1.9309
H -5.0084 -4.8467 -3.0184
H -6.5915 -4.1703 -1.2760
H -6.4454 -5.8761 -1.6502
H -5.6691 -5.2170 -0.2098
C -1.1168 3.8610 1.0272
C 0.0821 2.9776 0.7273
O 0.1935 2.5860 -0.6295
C 0.3308 3.6380 -1.5700
C 1.5533 4.5109 -1.3445
H -2.0425 3.3616 0.7370
H -1.1592 4.0842 2.0935
H -1.0708 4.8096 0.4911
H -0.0092 2.0501 1.2952
H 1.0113 3.4543 1.0583
H -0.5803 4.2459 -1.5991
H 0.4090 3.1474 -2.5403
H 1.5163 5.0311 -0.3869
H 1.6229 5.2644 -2.1297
H 2.4620 3.9076 -1.3580
C 2.9220 0.1718 1.8842
C 3.8481 0.9346 0.9533
O 4.1271 2.2561 1.3798
C 4.7601 2.3866 2.6399
C 6.1121 1.6999 2.7304
H 1.9805 0.7097 2.0041
H 2.7091 -0.8180 1.4787
H 3.3556 0.0370 2.8761
H 3.3690 1.0342 -0.0212
H 4.7780 0.3780 0.7910
H 4.0962 2.0383 3.4394
H 4.8883 3.4591 2.7867
H 6.0342 0.6201 2.5991
H 6.5600 1.8841 3.7073
H 6.7850 2.0812 1.9615
*
```

=====

3.
Below is a 3-piece molecular cluster, C14H35P2S overall, with properties calculated with ωB97M-V/def2-TZVPD.

**Orbital gap**: 0.21668 Eh
**HOMO level**: -0.138 Ha

Structure (ORCA input):
```
! wB97M-V def2-TZVPD RIJCOSX def2/J DEFGRID3
* xyz -1 1
C 1.8508 5.2212 1.8236
C 2.5184 6.0380 2.4206
P 3.6968 7.3584 3.2348
P 5.5465 6.2347 2.3853
S 6.6821 7.2555 1.1124
H 1.3382 4.5267 1.1975
H 3.7890 6.5019 4.4142
H 4.6847 8.2909 3.7887
H 3.6664 8.1011 1.9954
H 2.5634 8.0736 3.7807
H 5.1418 4.9954 1.8373
H 6.3220 5.8897 3.5187
C -0.3740 -0.5820 -1.3386
C 0.6948 0.3557 -1.8907
C 2.1182 -0.1628 -1.6921
C 2.5307 -0.3602 -0.2322
C 2.4150 0.8889 0.6408
C 3.2941 2.0456 0.1762
H -0.2758 -0.7137 -0.2600
H -1.3740 -0.1884 -1.5318
H -0.3047 -1.5673 -1.8060
H 0.5885 1.3415 -1.4310
H 0.5240 0.5010 -2.9610
H 2.8152 0.5248 -2.1780
H 2.2228 -1.1194 -2.2161
H 3.5676 -0.7111 -0.2118
H 1.9334 -1.1633 0.2111
H 2.6906 0.6223 1.6645
H 1.3727 1.2182 0.6876
H 4.3457 1.7512 0.1538
H 3.2009 2.8970 0.8504
H 3.0197 2.3876 -0.8233
C -1.9249 -3.6873 -0.1052
C -2.8011 -3.6266 -1.3523
C -4.2280 -3.1574 -1.0722
C -5.0248 -4.0526 -0.1213
C -5.1476 -5.5099 -0.5633
C -5.8655 -5.6831 -1.8983
H -2.3076 -4.4048 0.6226
H -0.9078 -3.9888 -0.3599
H -1.8712 -2.7100 0.3781
H -2.8162 -4.6070 -1.8376
H -2.3484 -2.9398 -2.0716
H -4.7634 -3.0634 -2.0212
H -4.1906 -2.1491 -0.6480
H -6.0289 -3.6311 -0.0082
H -4.5732 -4.0213 0.8739
H -5.6921 -6.0617 0.2078
H -4.1567 -5.9688 -0.6200
H -6.8704 -5.2571 -1.8567
H -5.9597 -6.7391 -2.1562
H -5.3274 -5.1938 -2.7114
*
```

=====

4.
Below is C14H36AgN2O4 as an isolated structure in a non-equilibrium geometry, with properties calculated with ωB97M-V/def2-TZVPD.

**Energy above the lowest of the compared OMol25 structures with the same formula, charge and spin**: 6.014 eV
**Orbital gap**: 0.11626 Eh
**HOMO level**: -0.117 Ha

Structure (ORCA input):
```
! wB97M-V def2-TZVPD RIJCOSX def2/J DEFGRID3
* xyz -1 1
Ag -0.6349 -0.2336 0.4877
C -6.6938 -1.7904 -2.2952
C -5.4628 -1.7892 -1.3358
C -4.4261 -2.6969 -2.0437
O -4.9010 -0.5962 -0.8774
H -6.4159 -1.2950 -3.2255
H -7.6162 -1.4807 -1.8039
H -6.9006 -2.8491 -2.4515
H -5.8710 -2.2717 -0.4477
H -4.9583 -3.6023 -2.3356
H -3.5702 -2.9479 -1.4172
H -4.0385 -2.1752 -2.9188
C 0.8159 2.1667 5.5151
C -0.6224 1.7849 5.7989
C -1.1284 2.6907 6.9826
O -1.5029 1.8634 4.7231
H 1.3355 1.4017 4.9380
H 1.4236 2.1603 6.4200
H 0.9921 3.1354 5.0475
H -0.5813 0.7442 6.1202
H -1.2416 3.7377 6.7013
H -0.4193 2.7745 7.8062
H -2.0362 2.2716 7.4167
C 2.7777 3.8717 -1.8199
C 1.7823 4.0840 -2.9004
C 2.2034 3.7612 -4.3588
O 1.2714 4.2577 -5.2954
C 1.1214 3.5555 -6.4867
N 0.5260 3.3984 -2.3839
H 3.2963 2.9159 -1.8955
H 2.4777 4.1031 -0.7979
H 3.5554 4.5824 -2.0997
H 1.2960 5.0569 -2.9718
H 2.4784 2.7106 -4.4518
H 3.1339 4.3025 -4.5293
H 0.6574 2.5773 -6.3606
H 2.1282 3.5536 -6.9044
H 0.4019 4.1539 -7.0455
H 0.0485 3.3271 -3.2711
H 0.0084 4.0777 -1.8446
C 3.9924 -3.1836 1.4404
C 2.9532 -3.8439 0.3798
C 1.7943 -4.5832 1.0190
O 0.9252 -3.7044 1.8056
C -0.2476 -4.3522 2.2927
N 2.4659 -2.7403 -0.4671
H 4.3664 -3.9734 2.0919
H 3.5264 -2.2915 1.8589
H 4.9598 -2.8383 1.0759
H 3.4647 -4.5338 -0.2914
H 2.2446 -5.2883 1.7177
H 1.2127 -5.1552 0.2960
H -0.0033 -4.8510 3.2306
H -0.8089 -4.9778 1.5986
H -1.0095 -3.6239 2.5706
H 3.3447 -2.2794 -0.6550
H 2.1088 -3.0720 -1.3517
*
```

=====

5.
Below is C14H36BCl3Cs2KO25P2S2 as an isolated structure in a non-equilibrium geometry, with properties calculated with ωB97M-V/def2-TZVPD.

**Orbital gap**: 0.10074 Eh
**HOMO level**: -0.131 Ha

Structure (ORCA input):
```
! wB97M-V def2-TZVPD RIJCOSX def2/J DEFGRID3
* xyz -1 1
O -8.3324 -6.9726 -1.0785
S -8.5186 -5.5731 -0.8404
O -7.8437 -4.7987 -2.1288
C -6.4568 -4.3832 -1.7492
B -6.3766 -2.8717 -1.2192
O -6.7565 -2.5889 0.1463
O -5.9330 -1.7414 -2.0355
O -10.0958 -5.2533 -1.1843
C -10.3751 -3.8709 -0.9637
P -11.5005 -3.2407 -2.2489
O -12.7702 -3.9424 -2.3563
O -10.6700 -3.3473 -3.6130
O -11.6062 -1.6643 -1.9718
H -5.8501 -4.5077 -2.6436
H -6.0996 -5.0556 -0.9685
H -6.0053 -2.7052 0.7505
H -6.7167 -1.1471 -2.1342
H -9.4514 -3.2822 -1.0357
H -10.7646 -3.7229 0.0461
H -9.8305 -2.8806 -3.4788
H -12.2087 -1.4868 -1.2381
Cl -4.4879 -1.8014 1.8919
C -3.9145 -1.1676 0.3313
C -2.6064 -0.4116 0.4659
Cl -2.8141 1.1285 1.3707
H -4.7042 -0.5348 -0.0860
H -3.7867 -2.0215 -0.3315
H -2.2257 -0.1487 -0.5255
H -1.8458 -1.0106 0.9750
C -0.0102 0.2194 4.5657
O -0.0980 1.2787 3.6181
H 0.6601 0.5394 5.3590
H -0.9919 -0.0022 4.9966
H 0.3950 -0.6847 4.1029
H -0.6918 0.9967 2.9179
Cs -2.8758 -3.4367 -1.1016
C 4.4930 -4.4161 -1.6177
C 3.6644 -5.0939 -2.6782
O 2.2864 -4.8922 -2.2531
S 2.1855 -3.4650 -1.5008
O 1.6930 -2.5036 -2.4182
O 1.5573 -3.6943 -0.2338
O 3.7238 -3.2232 -1.2806
H 4.5920 -5.0327 -0.7231
H 5.4870 -4.1477 -1.9682
H 3.8862 -6.1535 -2.7629
H 3.7852 -4.6166 -3.6513
C 3.2316 4.5914 -0.2741
O 3.6782 4.1822 1.0299
P 3.4823 5.2198 2.3240
O 4.6175 4.7542 3.1423
O 2.0353 4.5770 2.7351
C 1.9813 3.2121 3.1434
O 3.1179 6.6057 3.1789
C 2.5783 7.7376 2.4776
H 3.4319 3.7726 -0.9627
H 2.1545 4.7982 -0.2709
H 3.7740 5.4733 -0.6133
H 2.9451 2.8581 3.5132
H 1.6621 2.5932 2.3054
H 1.2439 3.1394 3.9344
H 1.6321 7.4848 1.9885
H 3.2894 8.1063 1.7354
H 2.3971 8.5241 3.2070
O 4.5622 7.3107 -1.7538
C 5.7693 7.1865 -1.9731
C 5.8894 6.4395 -3.7835
O 7.0873 6.3304 -4.0013
H 6.3692 6.4512 -1.3992
H 6.3820 8.1074 -2.0528
H 5.2972 7.2012 -4.3271
H 5.2570 5.5401 -3.6646
Cs -5.9490 0.4659 0.0631
K 0.5443 -6.4861 -0.5732
C 7.2396 -5.1030 1.7213
C 7.1934 -5.5388 0.2414
O 6.6489 -6.6520 0.0159
O 7.6863 -4.7347 -0.5773
H 6.7819 -5.8521 2.3684
H 8.2748 -4.9573 2.0324
H 6.7072 -4.1578 1.8462
O 8.9140 6.5417 1.4963
Cl 7.5669 6.0249 1.5558
O 6.6886 7.0236 2.1262
O 7.5352 4.8239 2.3318
O 7.1084 5.7369 0.1961
*
```

=====

6.
Below is C14H36N2O6Rb as an isolated structure in a non-equilibrium geometry, with properties calculated with ωB97M-V/def2-TZVPD.

**Energy above the lowest of the compared OMol25 structures with the same formula, charge and spin**: 2.165 eV
**Orbital gap**: 0.31016 Eh
**HOMO level**: -0.419 Ha

Structure (ORCA input):
```
! wB97M-V def2-TZVPD RIJCOSX def2/J DEFGRID3
* xyz 1 1
Rb -0.4551 1.3974 2.5840
C 2.7133 2.9426 4.5371
O 1.9502 3.5673 3.5056
C 2.5707 4.6741 2.8655
C 1.6927 5.3175 1.7455
N 1.4982 4.3631 0.6204
C 0.6212 4.8868 -0.4182
C 0.2151 3.8554 -1.4532
O 1.3633 3.6736 -2.3461
C 1.1511 2.6185 -3.2577
H 3.4973 2.3389 4.0799
H 2.0988 2.2214 5.0759
H 3.2674 3.6796 5.1184
H 3.5051 4.2197 2.5361
H 2.7841 5.4306 3.6207
H 2.1762 6.2707 1.5317
H 0.6973 5.5267 2.1372
H 2.3874 4.1034 0.2178
H 1.1537 5.6245 -1.0184
H -0.3076 5.3748 -0.1228
H -0.4872 4.3366 -2.1339
H -0.2013 3.0149 -0.8981
H 0.9224 1.6484 -2.8164
H 2.0942 2.4726 -3.7844
H 0.4506 3.0247 -3.9874
C 2.9165 -2.1349 1.4350
O 1.8426 -1.6467 0.6142
C 1.8966 -2.2031 -0.7067
C 1.4661 -3.7101 -0.7944
N -0.0087 -3.8758 -0.7263
C -0.3547 -5.3270 -0.8267
C -1.9155 -5.5427 -0.8996
O -2.5208 -5.1073 -2.0710
C -3.9285 -5.2619 -2.0548
H 3.0947 -1.4744 2.2836
H 3.8938 -2.1710 0.9538
H 2.6418 -3.1242 1.8008
H 2.9019 -1.9866 -1.0680
H 1.3020 -1.5718 -1.3670
H 1.9247 -4.3002 -0.0010
H 1.7172 -4.1370 -1.7654
H -0.3103 -3.4181 -1.5746
H 0.0532 -5.8147 0.0587
H 0.0857 -5.7175 -1.7441
H -2.4775 -5.0072 -0.1344
H -2.2238 -6.5867 -0.8436
H -4.4429 -4.5654 -1.3926
H -4.3131 -6.2660 -1.8762
H -4.2738 -4.9152 -3.0288
C -3.2593 -0.6926 -0.5990
C -4.2519 0.4474 -0.3183
O -3.6972 1.5258 0.3514
O -2.7518 -1.2469 0.5665
H -2.3448 -0.3552 -1.0868
H -3.6952 -1.5612 -1.0925
H -5.1476 0.1029 0.1986
H -4.6767 0.8788 -1.2248
H -4.3627 2.1014 0.7353
H -2.1388 -1.9186 0.2589
*
```

=====

7.
Below is C14H36NbO4S as an isolated structure in a non-equilibrium geometry, with properties calculated with ωB97M-V/def2-TZVPD.

**Orbital gap**: 0.21507 Eh
**HOMO level**: -0.142 Ha

Structure (ORCA input):
```
! wB97M-V def2-TZVPD RIJCOSX def2/J DEFGRID3
* xyz -1 1
C 2.7800 -0.0332 2.2981
C 2.3703 1.1422 1.4309
S 3.4548 1.4215 0.0031
C 2.8459 0.2464 -1.2839
Nb 3.8657 -1.7846 -1.0874
C 2.7225 -2.6778 -2.8920
C 2.9183 -4.2200 -2.8764
C 2.5210 -4.8233 -4.2008
O 2.5834 -6.2810 -4.3033
C 3.0791 -6.9423 -3.2310
C 4.5595 -7.0330 -3.0259
O 2.3646 -7.4865 -2.5021
H 2.6065 -0.9827 1.8233
H 2.1834 -0.0270 3.2088
H 3.8142 0.0794 2.5859
H 2.4048 2.0328 2.0367
H 1.3522 1.0292 1.0896
H 3.1405 0.6898 -2.2255
H 1.7612 0.2355 -1.2235
H 5.2208 -1.3499 -2.2515
H 4.8699 -1.2579 0.3597
H 2.4777 -2.3837 -0.0180
H 4.6482 -3.4310 -0.7801
H 3.0706 -2.2574 -3.8332
H 1.6555 -2.5181 -2.7763
H 3.9724 -4.3812 -2.7492
H 2.3536 -4.5901 -2.0347
H 1.5308 -4.5262 -4.5199
H 3.2061 -4.4282 -4.9442
H 4.8810 -8.0500 -2.8881
H 4.7725 -6.5138 -2.1027
H 5.0965 -6.5124 -3.8097
C -2.3067 3.6138 0.7276
C -1.6942 2.2328 0.5504
C -2.7111 1.2434 0.0018
O -1.1880 1.7647 1.7987
H -3.1336 3.5797 1.4405
H -1.5664 4.3103 1.1257
H -2.6801 4.0070 -0.2206
H -0.8405 2.2915 -0.1263
H -3.5533 1.1372 0.6923
H -2.2599 0.2573 -0.1135
H -3.0958 1.5666 -0.9672
H -1.9276 1.7039 2.4150
C -6.3609 5.8947 2.3489
C -6.1118 4.5300 2.9734
C -6.6171 4.4773 4.4075
O -4.7182 4.2269 2.9366
H -5.8303 6.6733 2.9041
H -5.9897 5.9191 1.3239
H -7.4244 6.1389 2.3409
H -6.6094 3.7607 2.3818
H -6.0946 5.2127 5.0256
H -6.4276 3.4959 4.8434
H -7.6880 4.6807 4.4584
H -4.2543 4.8960 3.4544
*
```

=====

8.
Below is C14H37BF6N4O7PbS2 as an isolated structure in a non-equilibrium geometry, with properties calculated with ωB97M-V/def2-TZVPD.

**Energy above the lowest of the compared OMol25 structures with the same formula, charge and spin**: 12.115 eV
**Orbital gap**: 0.13769 Eh
**HOMO level**: -0.294 Ha

Structure (ORCA input):
```
! wB97M-V def2-TZVPD RIJCOSX def2/J DEFGRID3
* xyz 0 1
Pb -0.6013 -0.0335 0.4921
C 3.6490 -4.5350 -5.6881
F 4.9304 -4.3546 -5.3095
F 3.4284 -3.7323 -6.7435
F 3.4442 -5.8161 -6.0205
S 2.4078 -4.1211 -4.2605
O 1.8353 -5.3909 -3.9555
O 3.1050 -3.5960 -3.0731
N 1.2026 -3.0900 -5.0376
S 1.9161 -1.7018 -4.8634
O 1.5649 -1.1583 -3.5877
O 3.3396 -1.5413 -5.2140
C 0.9288 -0.5166 -6.0951
F 1.1004 -0.8879 -7.3466
F -0.4580 -0.6735 -5.8494
F 1.2032 0.7962 -5.8549
B -2.2753 -3.1854 -1.6037
H -2.9333 -2.7827 -0.8492
H -2.7269 -4.1119 -1.9229
H -2.2913 -2.4633 -2.4052
H -1.3142 -3.3490 -1.1414
C -5.0048 2.7548 -2.6676
C -3.6421 2.3509 -2.1474
C -2.5087 3.4588 -2.3762
O -1.2394 3.0673 -1.8736
C -0.0651 3.9202 -1.9261
N -3.7853 1.9657 -0.7443
H -5.1494 2.6747 -3.7450
H -5.2672 3.7176 -2.2290
H -5.8385 2.1486 -2.3131
H -3.3336 1.5852 -2.8593
H -2.8137 4.3772 -1.8747
H -2.5460 3.7107 -3.4361
H -0.1600 4.8424 -1.3529
H 0.0774 4.1606 -2.9797
H 0.8337 3.4732 -1.5012
H -4.0253 2.8260 -0.2727
H -4.6422 1.4586 -0.5748
C 5.2397 -0.1979 2.1058
C 3.8678 -0.7733 1.7462
C 3.4393 -1.9927 2.5974
O 2.0604 -2.1985 2.3252
C 1.8335 -3.5795 2.3365
N 2.9392 0.3878 1.9618
H 5.1909 0.4724 2.9639
H 5.6547 0.3553 1.2633
H 5.9757 -0.9595 2.3636
H 3.8041 -0.9007 0.6655
H 3.4636 -1.6898 3.6441
H 4.1518 -2.7900 2.3860
H 2.2423 -3.9649 1.4025
H 0.7647 -3.7856 2.2779
H 2.3353 -4.1597 3.1109
H 3.1266 0.5917 2.9331
H 3.3156 1.1145 1.3698
C -2.8241 0.3948 6.3437
C -2.4982 0.9877 4.9120
C -1.4441 2.0674 5.0040
O -1.5651 2.8626 3.8409
C -0.7239 4.0402 3.8299
N -2.1472 -0.1629 4.0611
H -3.6110 -0.3548 6.2606
H -3.2289 1.2059 6.9491
H -1.9288 -0.0253 6.8019
H -3.4264 1.3769 4.4935
H -0.4579 1.6783 5.2572
H -1.8615 2.5210 5.9030
H -0.9355 4.7468 3.0273
H 0.2999 3.6977 3.6794
H -0.7442 4.4301 4.8476
H -1.7472 -0.8479 4.6863
H -2.9062 -0.7957 3.8525
*
```